1.
The following is a quantum chemistry calculation of a cluster of 6 separate species, C44H96BF6N5O4S2 in total, from OMol25.

Cartesian coordinates (Å):
B -0.63 -1.83 -1.66
F 0.42 -2.04 -2.52
F -1.72 -1.34 -2.36
F -0.98 -3.04 -1.10
F -0.10 -0.94 -0.69
C 5.78 -5.29 5.27
C 4.46 -5.19 4.60
C 4.36 -4.00 3.56
C 3.02 -4.13 2.76
N 2.97 -3.37 1.38
C 1.52 -3.46 0.85
C 1.46 -4.70 0.06
C 2.87 -5.32 -0.20
C 3.72 -4.10 0.25
C 3.41 -1.86 1.51
C 2.39 -0.95 2.26
C 2.98 0.37 2.74
H 6.53 -5.53 4.52
H 5.93 -6.09 6.00
H 5.91 -4.40 5.89
H 3.75 -4.94 5.38
H 4.10 -6.13 4.17
H 5.16 -4.12 2.83
H 4.44 -3.00 3.99
H 2.17 -3.78 3.35
H 2.89 -5.18 2.51
H 1.28 -2.48 0.44
H 0.90 -3.44 1.74
H 1.03 -4.31 -0.86
H 0.80 -5.44 0.51
H 3.03 -5.80 -1.16
H 2.99 -6.08 0.58
H 3.80 -3.55 -0.69
H 4.70 -4.43 0.59
H 3.58 -1.51 0.49
H 4.33 -1.76 2.10
H 1.92 -1.40 3.15
H 1.59 -0.64 1.59
H 3.77 0.40 3.49
H 2.19 1.08 2.99
H 3.63 0.89 2.04
C -5.55 -4.86 5.57
C -4.86 -3.55 5.83
C -3.86 -3.05 4.75
C -4.42 -2.71 3.31
N -3.41 -2.92 2.12
C -3.94 -2.03 0.96
C -3.49 -0.56 1.22
C -2.34 -0.70 2.28
C -2.05 -2.20 2.40
C -3.13 -4.40 1.68
C -4.18 -4.99 0.82
C -3.63 -6.23 0.15
H -6.48 -4.93 6.12
H -5.01 -5.72 5.98
H -5.85 -5.01 4.54
H -4.57 -3.47 6.88
H -5.78 -2.97 5.82
H -3.16 -3.88 4.71
H -3.27 -2.18 5.00
H -4.76 -1.68 3.24
H -5.14 -3.45 2.96
H -3.57 -2.52 0.06
H -5.03 -2.03 0.87
H -3.19 -0.09 0.28
H -4.36 -0.12 1.71
H -1.37 -0.34 1.95
H -2.71 -0.13 3.14
H -1.37 -2.62 1.65
H -1.68 -2.48 3.39
H -2.87 -4.95 2.59
H -2.17 -4.34 1.17
H -4.52 -4.33 0.03
H -5.07 -5.13 1.44
H -3.04 -5.84 -0.67
H -4.37 -6.92 -0.27
H -2.90 -6.75 0.76
C -0.35 2.40 0.71
C -1.31 3.59 0.46
C -0.72 4.93 1.06
C -1.75 6.05 0.78
N -1.24 7.46 1.05
C -0.62 7.57 2.53
C -1.79 7.67 3.45
C -2.91 8.47 2.69
C -2.40 8.44 1.18
C -0.18 7.95 0.05
C -0.62 8.11 -1.44
C 0.40 8.85 -2.29
H 0.61 2.70 0.29
H -0.60 1.46 0.22
H -0.07 2.30 1.76
H -2.32 3.32 0.77
H -1.43 3.75 -0.61
H 0.27 5.11 0.63
H -0.64 4.78 2.14
H -2.76 5.85 1.14
H -2.05 5.90 -0.26
H 0.05 8.43 2.65
H -0.02 6.69 2.78
H -1.51 8.05 4.43
H -2.09 6.65 3.69
H -3.09 9.50 3.02
H -3.94 8.12 2.76
H -2.13 9.41 0.75
H -3.17 8.05 0.51
H 0.62 7.21 0.07
H 0.22 8.90 0.39
H -1.61 8.54 -1.59
H -0.72 7.05 -1.70
H 0.65 9.85 -1.93
H 0.16 9.08 -3.33
H 1.35 8.31 -2.23
C 3.34 0.26 -1.33
C 3.28 1.70 -1.90
C 2.85 1.78 -3.32
C 1.56 0.91 -3.44
N 0.64 1.21 -4.70
C 1.55 1.13 -5.97
C 0.70 0.57 -7.13
C -0.42 -0.18 -6.60
C -0.32 -0.04 -5.02
C -0.19 2.60 -4.59
C -1.26 2.63 -3.45
C -2.06 3.95 -3.33
H 3.63 0.36 -0.29
H 4.06 -0.43 -1.78
H 2.35 -0.14 -1.10
H 4.28 2.11 -1.78
H 2.60 2.39 -1.39
H 3.68 1.62 -4.01
H 2.47 2.77 -3.58
H 0.86 1.02 -2.62
H 1.80 -0.15 -3.49
H 1.98 2.12 -6.09
H 2.36 0.42 -5.80
H 0.30 1.40 -7.72
H 1.43 -0.07 -7.63
H -1.42 -0.14 -7.03
H -0.18 -1.25 -6.63
H -1.26 0.07 -4.48
H 0.10 -0.94 -4.59
H -0.64 2.72 -5.58
H 0.54 3.36 -4.30
H -0.78 2.44 -2.49
H -1.89 1.73 -3.50
H -2.82 4.01 -4.11
H -1.37 4.79 -3.21
H -2.74 3.86 -2.49
N 4.23 -3.91 -5.37
S 3.32 -5.33 -5.68
O 2.20 -5.27 -6.69
O 3.17 -6.25 -4.55
F 4.46 -6.25 -6.49
S 3.16 -3.14 -4.73
O 2.85 -3.57 -3.36
O 2.00 -2.64 -5.48
F 4.07 -1.80 -4.57

For the strongest force on any atom, the calculation gives 8.9 eV Å⁻¹. The calculated total energy comes out at -3728.7204 Ha. The HOMO energy comes out at -11.7 eV. As for the charge: +2. The energy above the lowest of the compared OMol25 structures with the same formula, charge and spin comes out at 7.822 eV. The LUMO energy is -4.02 eV. As for the HOMO-LUMO gap: 7.663 eV.


2.
The following is a quantum chemistry calculation of a cluster of 3 separate species, C29H62F2N7O4P2Si in total, from OMol25.

Cartesian coordinates (Å):
C -0.25 4.51 3.03
C 0.52 3.35 2.40
C -0.38 2.15 2.04
C 0.02 0.92 2.87
C -0.68 -0.40 2.52
N -0.77 -0.52 1.07
C 0.30 -1.52 3.08
O 0.31 -1.71 4.30
O 1.01 -2.09 2.21
C -2.07 -0.55 3.16
F -2.33 -1.90 3.35
F -2.12 0.05 4.39
C -3.22 -0.04 2.31
C -4.61 -0.24 2.97
Si -5.90 -0.39 1.61
C -6.15 -2.19 1.16
C -5.37 0.53 0.04
C -7.48 0.47 2.22
C -8.52 0.70 1.32
C -9.69 1.34 1.68
C -9.84 1.78 2.99
C -8.82 1.56 3.89
C -7.66 0.91 3.53
H -0.66 4.18 3.98
H 0.45 5.32 3.26
H -1.04 4.88 2.37
H 1.05 3.69 1.51
H 1.28 3.05 3.13
H -1.42 2.44 2.19
H -0.24 1.96 0.98
H 1.09 0.78 2.71
H -0.11 1.17 3.92
H 0.06 -0.16 0.63
H -0.92 -1.49 0.81
H -3.08 1.01 2.04
H -3.19 -0.61 1.39
H -4.59 -1.12 3.61
H -4.86 0.66 3.53
H -6.76 -2.33 0.27
H -6.57 -2.79 1.97
H -5.17 -2.60 0.93
H -4.70 1.34 0.32
H -4.83 -0.18 -0.59
H -6.24 0.91 -0.48
H -8.41 0.38 0.29
H -10.46 1.52 0.94
H -10.75 2.31 3.27
H -8.92 1.91 4.91
H -6.87 0.73 4.26
O 4.01 -4.28 -2.44
P 3.93 -5.25 -1.31
N 3.95 -4.29 0.09
C 5.12 -3.48 0.40
C 2.71 -3.50 0.21
N 5.39 -6.14 -1.60
C 6.51 -6.16 -0.69
C 5.84 -6.17 -2.98
N 3.18 -6.63 -0.51
C 1.95 -7.11 -1.17
C 3.03 -6.71 0.94
H 4.95 -2.97 1.35
H 5.35 -2.73 -0.37
H 6.00 -4.10 0.55
H 1.89 -4.15 0.52
H 2.42 -3.03 -0.73
H 2.79 -2.73 0.98
H 7.11 -5.24 -0.75
H 7.17 -7.00 -0.94
H 6.20 -6.32 0.34
H 6.39 -5.26 -3.26
H 5.00 -6.27 -3.66
H 6.49 -7.04 -3.13
H 1.11 -6.42 -1.02
H 1.67 -8.09 -0.79
H 2.12 -7.20 -2.24
H 2.23 -6.08 1.33
H 3.96 -6.45 1.45
H 2.81 -7.75 1.18
O 1.22 3.49 -1.33
P 1.54 4.24 -2.58
N 1.99 2.99 -3.68
C 3.18 2.19 -3.42
C 0.84 2.15 -4.02
N 2.85 5.20 -2.04
C 4.21 5.09 -2.52
C 2.84 5.52 -0.61
N 1.13 5.39 -3.84
C -0.23 5.94 -3.72
C 1.45 5.18 -5.24
H 3.32 1.48 -4.23
H 3.13 1.63 -2.48
H 4.07 2.81 -3.41
H 0.17 2.69 -4.71
H 0.26 1.87 -3.14
H 1.16 1.24 -4.53
H 4.73 4.22 -2.10
H 4.78 5.98 -2.25
H 4.25 5.03 -3.61
H 3.25 4.70 0.00
H 1.83 5.72 -0.26
H 3.44 6.42 -0.43
H -1.01 5.21 -3.99
H -0.35 6.82 -4.35
H -0.41 6.26 -2.69
H 0.80 4.45 -5.74
H 2.48 4.85 -5.37
H 1.35 6.14 -5.76

For the strongest force on any atom, the calculation gives 5.0 eV Å⁻¹. The calculated total energy comes out at -2998.4360 Ha. The HOMO energy comes out at -4.2 eV. As for the charge: -1. The energy above the lowest of the compared OMol25 structures with the same formula, charge and spin comes out at 0.000 eV. The LUMO energy is 2.16 eV. As for the HOMO-LUMO gap: 6.379 eV.


3.
The following is a quantum chemistry calculation of a structure of composition C28H35N3OYb, from OMol25.

Cartesian coordinates (Å):
Yb -1.51 0.19 -0.11
N -3.97 -0.12 0.07
N -0.56 2.26 -0.89
C 0.42 -2.13 -0.18
C -0.36 -1.95 -1.36
C -1.68 -2.42 -1.08
C -2.85 -2.42 -1.98
H -2.55 -2.25 -3.02
H -3.57 -1.65 -1.66
H -3.39 -3.38 -1.93
C -1.72 -2.82 0.28
C -2.90 -3.41 0.95
H -3.15 -4.41 0.56
H -3.78 -2.77 0.80
H -2.72 -3.51 2.03
C -0.43 -2.64 0.84
C -0.05 -2.98 2.23
H -0.89 -2.79 2.91
H 0.80 -2.36 2.57
H 0.25 -4.03 2.36
C 0.09 -1.32 -2.62
H 0.57 -2.04 -3.31
H 0.83 -0.52 -2.42
H -0.75 -0.86 -3.15
C 1.87 -1.83 -0.06
H 2.16 -1.73 1.00
H 2.12 -0.89 -0.56
H 2.51 -2.62 -0.50
C -4.89 -0.42 0.99
H -5.29 -1.44 1.07
C -5.44 0.55 1.84
H -6.22 0.30 2.55
C -4.92 1.83 1.62
H -5.20 2.61 2.34
C -4.14 2.16 0.49
H -3.60 3.12 0.40
C -4.03 1.18 -0.60
C -4.03 1.18 -2.11
H -2.95 0.39 -2.05
C 0.38 1.91 -0.17
C -0.27 3.31 -1.82
H -0.91 3.85 -2.54
C 1.03 3.60 -1.56
H 1.82 4.24 -1.94
N 1.50 2.70 -0.48
C 2.71 2.05 -0.18
C 3.65 1.92 -1.23
C 4.87 1.45 -0.80
H 5.68 1.46 -1.52
C 5.07 0.99 0.49
C 6.44 0.57 0.90
H 6.40 -0.17 1.71
H 7.04 1.42 1.26
H 6.98 0.13 0.05
C 4.04 0.94 1.42
H 4.19 0.57 2.42
C 2.79 1.40 1.09
C 1.60 1.25 2.00
H 0.80 2.01 1.86
H 1.96 1.31 3.04
H 1.13 0.25 1.91
C 3.30 2.19 -2.66
H 3.07 3.23 -2.88
H 2.48 1.56 -3.04
H 4.19 1.96 -3.25
O -1.90 -0.07 2.16
H -2.82 -0.05 2.51
H -1.32 -0.04 2.94

For the strongest force on any atom, the calculation gives 7.7 eV Å⁻¹. The calculated total energy comes out at -2485.9682 Ha. The HOMO energy (spin up / spin down) comes out at -3.4 / -3.4 eV. As for the charge: -1. Its spin multiplicity is 2. The LUMO energy (spin up / spin down) is 2.45 / 2.43 eV. As for the HOMO-LUMO gap (spin up / spin down): 5.822 / 5.786 eV.


4.
The following is a quantum chemistry calculation of a cluster of 5 separate species, CH11O5 in total, from OMol25.

Cartesian coordinates (Å):
C -0.82 0.53 -1.26
O 0.04 -0.22 -0.46
H -1.86 0.41 -0.91
H -0.58 1.59 -1.11
H -0.71 0.25 -2.32
H 0.34 2.12 0.41
H -1.08 2.03 0.84
O -0.29 2.55 1.01
H -0.83 -0.33 1.05
H -1.29 -0.17 2.49
O -1.65 -0.17 1.60
H 2.87 -0.79 -0.29
H 1.73 0.08 -0.38
O 2.73 0.15 -0.45
H 0.24 -1.80 -0.69
H -0.88 -2.83 -0.66
O 0.07 -2.79 -0.52

For the strongest force on any atom, the calculation gives 0.9 eV Å⁻¹. The calculated total energy comes out at -420.9341 Ha. The HOMO energy comes out at -4.6 eV. As for the charge: -1. The energy above the lowest of the compared OMol25 structures with the same formula, charge and spin comes out at 0.455 eV. The LUMO energy is 3.99 eV. As for the HOMO-LUMO gap: 8.572 eV.


5.
The following is a quantum chemistry calculation of a structure of composition C2H6Cl2Si2, from OMol25.

Cartesian coordinates (Å):
C 0.98 -0.16 0.15
C -0.96 0.19 -0.19
Si 2.22 1.32 0.02
Si -2.12 -1.21 0.05
Cl 1.26 -1.79 -0.07
Cl -1.20 1.82 0.17
H 3.62 0.94 -0.06
H 2.01 1.56 -1.41
H 1.58 2.03 1.04
H -2.95 -1.18 -1.11
H -3.28 -1.23 1.08
H -1.15 -2.28 0.33

For the strongest force on any atom, the calculation gives 5.5 eV Å⁻¹. The calculated total energy comes out at -1578.9344 Ha. The HOMO energy (spin up / spin down) comes out at -8.2 / -8.5 eV. The energy above the lowest of the compared OMol25 structures with the same formula, charge and spin comes out at 4.010 eV. The LUMO energy (spin up / spin down) is -0.68 / -0.14 eV. As for the HOMO-LUMO gap (spin up / spin down): 7.483 / 8.349 eV.


6.
The following is a quantum chemistry calculation of an isolated molecule of C3H4N4, from OMol25.

Cartesian coordinates (Å):
C -1.72 -0.75 0.07
C -0.19 0.69 -0.11
C -0.17 -0.76 -0.17
H -2.34 -1.27 -0.68
H -2.11 -0.90 1.19
H -2.02 1.34 -0.55
H 2.77 -0.09 -0.09
N -1.47 0.85 0.08
N 1.01 1.20 0.04
N 1.70 -0.03 0.09
N 1.07 -1.19 -0.01

For the strongest force on any atom, the calculation gives 5.8 eV Å⁻¹. The calculated total energy comes out at -335.5857 Ha. The HOMO energy comes out at -8.7 eV. The energy above the lowest of the compared OMol25 structures with the same formula, charge and spin comes out at 5.106 eV. The LUMO energy is 0.96 eV. As for the HOMO-LUMO gap: 9.686 eV.


7.
The following is a quantum chemistry calculation of a cluster of 2 separate species, CH4NO2 in total, from OMol25.

Cartesian coordinates (Å):
N -0.83 1.11 -1.06
H -0.60 0.48 -1.81
H -1.72 1.56 -1.16
H -0.72 0.57 -0.20
O 1.35 -1.13 -0.12
C 0.96 -0.93 1.04
O -0.13 -0.46 1.45
H 1.69 -1.20 1.86

For the strongest force on any atom, the calculation gives 0.7 eV Å⁻¹. The calculated total energy comes out at -245.7976 Ha. The HOMO energy comes out at -4.0 eV. As for the charge: -1. The energy above the lowest of the compared OMol25 structures with the same formula, charge and spin comes out at 0.000 eV. The LUMO energy is 4.81 eV. As for the HOMO-LUMO gap: 8.832 eV.


Q: Among the records above, which one has the lowest strongest force on any atom?
A: CH4NO2